# 1
ORCA calculation (ωB97M-V/def2-TZVPD) on an isolated molecule of C23H27N3O3.

Summary:
* energy relative to the best compared isomer or geometry (same formula, charge and spin): 121.7 kJ/mol
* structure (SMILES): Cn1c2ccccc2c2c(C(=O)NC[C@H]3CCCO3)cn(C3CCCC3)c(=O)c21
* electronic energy: -34903.6377 eV
* lowest unoccupied orbital energy: 0.014 Eh
* F_max: 0.83 eV/A
* HOMO energy: -7.7 eV
* gap between HOMO and LUMO: 8.08 eV

CARTESIAN COORDINATES (ANGSTROEM)
C 3.257 0.921 3.188
N 2.382 0.135 2.363
C 2.090 -1.182 2.570
C 2.541 -2.032 3.575
C 2.132 -3.346 3.539
C 1.304 -3.819 2.517
C 0.845 -2.985 1.523
C 1.216 -1.639 1.549
C 0.970 -0.508 0.708
C 0.216 -0.279 -0.476
C -0.748 -1.225 -1.101
O -0.877 -1.328 -2.306
N -1.519 -1.888 -0.207
C -2.592 -2.774 -0.580
C -4.019 -2.158 -0.508
C -4.114 -0.894 0.361
C -3.788 0.230 -0.631
C -3.973 -0.438 -2.010
O -4.478 -1.740 -1.771
C 0.351 0.940 -1.067
N 1.100 1.951 -0.562
C 1.157 3.216 -1.281
C -0.240 3.818 -1.546
C -0.415 3.813 -3.066
C 1.010 3.971 -3.586
C 1.824 3.069 -2.661
C 1.817 1.849 0.625
O 2.451 2.805 1.062
C 1.727 0.547 1.232
H 4.254 0.475 3.213
H 2.868 0.975 4.207
H 3.319 1.923 2.769
H 3.199 -1.674 4.352
H 2.468 -4.030 4.304
H 1.028 -4.863 2.507
H 0.233 -3.375 0.724
H -1.380 -1.703 0.773
H -2.551 -3.658 0.063
H -2.417 -3.074 -1.617
H -4.708 -2.942 -0.181
H -5.138 -0.793 0.721
H -3.448 -0.915 1.221
H -2.764 0.582 -0.511
H -4.459 1.078 -0.506
H -4.700 0.076 -2.641
H -3.019 -0.504 -2.547
H -0.178 1.146 -1.985
H 1.743 3.877 -0.637
H -0.266 4.843 -1.174
H -1.022 3.258 -1.034
H -0.830 2.861 -3.404
H -1.077 4.608 -3.405
H 1.331 5.008 -3.475
H 1.110 3.688 -4.632
H 1.751 2.033 -2.996
H 2.877 3.342 -2.632



# 2
ORCA calculation (ωB97M-V/def2-TZVPD) on an isolated molecule of C23H27N3O5S.

Summary:
* energy relative to the best compared isomer or geometry (same formula, charge and spin): 235.0 kJ/mol
* structure (SMILES): CCOCCCn1c(SCC(=O)Nc2cc(OC)ccc2OC)nc2ccccc2c1=O
* electronic energy: -49832.8318 eV
* lowest unoccupied orbital energy: 0.018 Eh
* F_max: 0.81 eV/A
* HOMO energy: -7.7 eV
* gap between HOMO and LUMO: 8.22 eV

CARTESIAN COORDINATES (ANGSTROEM)
C -7.460 -1.710 -0.233
C -6.824 -0.563 -1.016
O -6.338 0.490 -0.206
C -5.215 0.206 0.594
C -3.910 0.071 -0.198
C -2.716 -0.035 0.748
N -1.480 -0.215 0.014
C -0.836 0.835 -0.558
S -1.376 2.463 -0.154
C 0.087 3.399 -0.694
C 1.413 2.691 -0.412
O 2.333 2.783 -1.189
N 1.467 2.071 0.802
C 2.216 0.911 1.056
C 3.435 0.676 0.444
C 4.086 -0.538 0.633
O 5.263 -0.878 0.042
C 5.851 0.043 -0.848
C 3.515 -1.493 1.468
C 2.308 -1.252 2.097
C 1.640 -0.055 1.895
O 0.411 0.269 2.431
C -0.186 -0.651 3.315
N 0.202 0.756 -1.306
C 0.796 -0.461 -1.482
C 1.962 -0.550 -2.248
C 2.608 -1.759 -2.359
C 2.111 -2.895 -1.720
C 0.958 -2.823 -0.974
C 0.284 -1.606 -0.849
C -0.936 -1.507 -0.064
O -1.477 -2.429 0.515
H -8.184 -1.318 0.476
H -7.968 -2.378 -0.923
H -6.712 -2.285 0.309
H -6.032 -0.951 -1.670
H -7.580 -0.083 -1.642
H -5.139 1.063 1.269
H -5.375 -0.697 1.198
H -3.800 0.944 -0.845
H -3.940 -0.823 -0.824
H -2.828 -0.913 1.389
H -2.636 0.864 1.366
H 0.020 3.582 -1.766
H 0.035 4.348 -0.158
H 0.627 2.108 1.369
H 3.829 1.440 -0.203
H 6.744 -0.449 -1.231
H 6.137 0.967 -0.337
H 5.179 0.282 -1.677
H 4.026 -2.431 1.609
H 1.885 -2.019 2.724
H 0.463 -0.859 4.171
H -0.438 -1.588 2.810
H -1.099 -0.171 3.664
H 2.334 0.348 -2.716
H 3.514 -1.833 -2.941
H 2.637 -3.833 -1.812
H 0.550 -3.688 -0.473



# 3
ORCA calculation (ωB97M-V/def2-TZVPD) on an isolated molecule of C23H27N3O5S.

Summary:
* energy relative to the best compared isomer or geometry (same formula, charge and spin): 220.1 kJ/mol
* structure (SMILES): Cc1cccc(N2C[C@H](C(=O)Nc3ccc(S(=O)(=O)N4CCOCC4)cc3)CC2=O)c1C
* electronic energy: -49832.9860 eV
* lowest unoccupied orbital energy: 0.007 Eh
* F_max: 1.06 eV/A
* HOMO energy: -8.9 eV
* gap between HOMO and LUMO: 9.13 eV

CARTESIAN COORDINATES (ANGSTROEM)
C -8.679 -1.971 -0.002
C -7.186 -1.847 0.033
C -6.408 -2.976 0.244
C -5.028 -2.896 0.302
C -4.411 -1.669 0.167
C -5.178 -0.531 -0.050
N -4.517 0.719 -0.155
C -3.540 0.968 -1.188
C -2.768 2.209 -0.696
C -1.460 1.781 -0.021
O -1.256 1.877 1.162
N -0.566 1.274 -0.926
C 0.694 0.722 -0.695
C 1.447 0.340 -1.808
C 2.696 -0.226 -1.641
C 3.192 -0.412 -0.365
S 4.802 -1.150 -0.124
O 5.383 -1.399 -1.416
O 4.691 -2.247 0.791
N 5.566 0.107 0.689
C 6.537 -0.279 1.695
C 7.889 -0.588 1.049
O 8.342 0.508 0.283
C 7.431 0.816 -0.750
C 6.050 1.160 -0.182
C 2.458 -0.040 0.744
C 1.208 0.529 0.588
C -3.716 2.853 0.313
C -4.682 1.747 0.717
O -5.460 1.776 1.638
C -6.568 -0.604 -0.141
C -7.373 0.631 -0.403
H -8.983 -2.982 0.258
H -9.137 -1.279 0.702
H -9.065 -1.746 -0.997
H -6.891 -3.935 0.371
H -4.438 -3.783 0.472
H -3.337 -1.585 0.252
H -2.897 0.095 -1.331
H -4.050 1.173 -2.141
H -2.526 2.879 -1.525
H -0.837 1.302 -1.901
H 1.048 0.485 -2.802
H 3.295 -0.533 -2.483
H 6.142 -1.159 2.203
H 6.635 0.550 2.403
H 8.654 -0.766 1.806
H 7.784 -1.477 0.410
H 7.854 1.668 -1.285
H 7.329 -0.040 -1.432
H 5.326 1.285 -0.988
H 6.104 2.082 0.407
H 2.873 -0.209 1.725
H 0.627 0.825 1.445
H -3.184 3.207 1.197
H -4.279 3.684 -0.112
H -8.287 0.400 -0.943
H -6.798 1.351 -0.981
H -7.635 1.105 0.543



# 4
ORCA calculation (ωB97M-V/def2-TZVPD) on an isolated molecule of C23H27N5O2S.

Summary:
* energy relative to the best compared isomer or geometry (same formula, charge and spin): 198.8 kJ/mol
* structure (SMILES): COCCc1ncc(CN2CCC(C(=O)Nc3cccc(-c4cscn4)c3)CC2)cn1
* electronic energy: -46670.4529 eV
* lowest unoccupied orbital energy: 0.015 Eh
* F_max: 1.03 eV/A
* HOMO energy: -8.3 eV
* gap between HOMO and LUMO: 8.71 eV

CARTESIAN COORDINATES (ANGSTROEM)
C -2.025 -1.309 4.027
O -1.312 -0.166 4.423
C -0.797 0.599 3.363
C 0.380 -0.062 2.625
C -0.051 -1.095 1.635
N 0.586 -2.261 1.648
C 0.280 -3.136 0.709
C -0.683 -2.893 -0.270
C -0.904 -3.836 -1.424
N -0.137 -3.560 -2.625
C 1.297 -3.440 -2.477
C 1.782 -2.027 -2.118
C 1.237 -1.002 -3.122
C 1.672 0.404 -2.708
O 2.507 1.023 -3.329
N 1.055 0.857 -1.581
C 1.183 2.097 -0.946
C 2.212 2.990 -1.230
C 2.275 4.191 -0.546
C 1.336 4.517 0.414
C 0.300 3.629 0.701
C -0.725 3.938 1.692
C -0.653 4.887 2.676
S -2.089 4.911 3.616
C -2.695 3.632 2.608
N -1.900 3.243 1.688
C 0.232 2.421 0.016
C -0.281 -1.140 -3.272
C -0.655 -2.599 -3.571
C -1.365 -1.690 -0.117
N -1.036 -0.791 0.796
H -2.796 -1.058 3.288
H -2.496 -1.705 4.925
H -1.365 -2.073 3.603
H -1.585 0.838 2.636
H -0.449 1.523 3.832
H 0.914 0.724 2.085
H 1.060 -0.524 3.340
H 0.826 -4.072 0.742
H -0.633 -4.848 -1.100
H -1.960 -3.838 -1.704
H 1.741 -3.725 -3.438
H 1.635 -4.153 -1.723
H 2.873 -2.008 -2.136
H 1.467 -1.765 -1.107
H 1.702 -1.193 -4.095
H 0.340 0.273 -1.171
H 2.941 2.744 -1.983
H 3.072 4.884 -0.770
H 1.394 5.465 0.925
H 0.151 5.553 2.911
H -3.670 3.220 2.775
H -0.576 1.738 0.240
H -0.792 -0.821 -2.364
H -0.628 -0.505 -4.090
H -0.245 -2.871 -4.551
H -1.741 -2.704 -3.621
H -2.209 -1.430 -0.747